ORCA calculation (wB97M-V/def2-TZVPD) on a cluster of 8 separate species, C38H53N3O23 in total.

Element x y z (Å)
C  2.158  -4.369  -0.729
C  1.790  -2.805  -0.811
N  0.862  -2.471  -1.976
C  -0.151  -1.544  -1.368
C  -1.599  -2.076  -1.121
C  -2.609  -1.077  -0.434
N  -3.969  -1.543  -0.149
C  -2.184  0.385  -0.021
C  -0.738  0.800  -0.348
C  0.332  -0.115  -1.009
C  1.722  0.620  -1.190
O  2.817  0.252  -1.668
N  1.423  1.980  -0.665
C  0.062  2.156  -0.097
O  -0.388  3.163  0.503
H  1.229  -4.910  -0.299
H  2.467  -4.791  -1.750
H  2.981  -4.501  0.068
H  2.700  -2.114  -0.789
H  1.191  -2.567  0.151
H  1.436  -1.872  -2.595
H  -1.923  -3.138  -1.418
H  -4.593  -0.753  -0.380
H  -4.195  -2.307  -0.802
H  -2.886  1.122  0.494
H  2.138  2.172  0.069
C  4.368  -0.017  1.433
C  3.916  -0.594  2.759
C  5.001  -1.308  3.509
O  4.269  -2.263  4.271
C  3.128  -2.526  3.574
O  2.378  -3.427  3.819
O  2.953  -1.628  2.563
H  5.224  0.648  1.559
H  4.632  -0.805  0.730
H  3.553  0.549  0.973
H  3.455  0.188  3.374
H  5.564  -0.638  4.162
H  5.699  -1.842  2.861
C  -2.985  -1.390  -5.416
C  -3.509  -2.797  -5.228
C  -4.529  -3.201  -6.251
O  -5.308  -4.159  -5.545
C  -5.218  -3.837  -4.223
O  -5.906  -4.307  -3.364
O  -4.241  -2.910  -4.010
H  -2.575  -1.249  -6.418
H  -3.773  -0.650  -5.245
H  -2.198  -1.179  -4.687
H  -2.676  -3.508  -5.190
H  -4.074  -3.648  -7.137
H  -5.184  -2.381  -6.562
C  -5.966  5.701  0.989
C  -5.469  4.351  0.523
C  -6.566  3.387  0.182
O  -5.954  2.127  0.435
C  -5.003  2.340  1.388
O  -4.433  1.469  1.983
O  -4.785  3.670  1.574
H  -6.634  6.153  0.256
H  -6.490  5.620  1.946
H  -5.123  6.377  1.151
H  -4.772  4.475  -0.314
H  -6.878  3.466  -0.861
H  -7.447  3.483  0.825
C  7.102  -5.232  -1.494
C  7.317  -4.124  -0.486
C  6.305  -4.114  0.621
O  6.274  -2.741  0.993
C  6.624  -2.027  -0.115
O  6.508  -0.839  -0.222
O  7.124  -2.845  -1.085
H  7.077  -6.211  -1.009
H  6.171  -5.085  -2.049
H  7.908  -5.232  -2.232
H  8.340  -4.165  -0.093
H  6.606  -4.738  1.464
H  5.302  -4.410  0.298
C  -8.641  5.607  -4.186
C  -8.312  6.454  -2.976
C  -8.212  7.921  -3.277
O  -7.304  8.376  -2.282
C  -6.511  7.315  -1.962
O  -5.512  7.391  -1.308
O  -7.007  6.157  -2.485
H  -9.559  5.945  -4.671
H  -7.825  5.627  -4.914
H  -8.770  4.562  -3.892
H  -9.031  6.259  -2.172
H  -9.174  8.430  -3.187
H  -7.786  8.136  -4.262
C  7.724  -6.431  4.864
C  8.188  -6.885  3.496
C  9.267  -7.927  3.543
O  9.961  -7.702  2.322
C  9.785  -6.387  2.009
O  10.394  -5.808  1.157
O  8.825  -5.820  2.795
H  7.394  -7.276  5.472
H  8.520  -5.900  5.394
H  6.893  -5.728  4.767
H  7.332  -7.222  2.900
H  8.864  -8.941  3.579
H  9.968  -7.792  4.372
C  -0.305  5.695  3.506
C  -1.811  5.789  3.617
C  -2.506  5.892  2.292
O  -3.692  6.607  2.624
C  -3.396  7.368  3.717
O  -4.096  8.241  4.142
O  -2.200  7.002  4.259
H  -0.005  4.861  2.867
H  0.120  6.621  3.106
H  0.139  5.551  4.495
H  -2.199  4.952  4.209
H  -2.746  4.914  1.874
H  -1.947  6.471  1.550

Force components x, y, z for each atom (eV/Å):
C -0.4 0.6 0.6
C -0.2 -0.7 1.4
N -0.3 1.6 1.6
C -1.3 1.0 0.2
C 1.5 4.3 1.2
C 2.3 0.3 -0.4
N 2.0 1.4 -1.7
C 3.1 -1.8 -1.9
C 0.5 -2.2 -1.0
C -4.0 -1.3 0.6
C -0.9 -0.7 -0.4
O -3.8 1.3 1.8
N 0.1 -0.9 1.5
C -1.9 0.3 1.1
O 2.2 -3.3 -2.2
H 1.5 0.7 -1.0
H -0.4 0.6 1.6
H -1.1 0.1 -1.4
H -1.1 -1.1 -0.2
H 1.2 -0.4 -1.4
H -0.5 -0.5 0.3
H 0.7 1.9 0.5
H 0.2 -0.6 0.6
H 0.1 0.4 0.5
H 1.1 -1.5 -0.8
H -0.6 0.6 -1.0
C -0.7 0.0 0.0
C 0.4 0.9 -0.8
C 0.7 0.3 0.3
O -0.6 -0.3 -0.2
C -0.6 -0.6 0.2
O 0.6 0.6 -0.2
O 0.0 -0.6 0.6
H -0.1 -0.1 0.0
H -0.1 0.2 0.3
H 0.1 0.0 0.1
H 0.0 -0.1 0.1
H -0.2 -0.2 0.1
H -0.2 0.2 0.0
C 0.2 0.2 0.5
C 0.7 0.9 -0.4
C 0.1 -0.2 -0.6
O -0.1 0.1 0.6
C -0.6 -0.5 0.7
O 0.6 0.4 -0.6
O -0.6 -0.6 0.0
H 0.0 -0.1 0.1
H 0.0 -0.2 -0.1
H 0.0 0.0 -0.1
H -0.1 0.0 0.0
H -0.2 -0.1 0.1
H 0.1 0.1 0.1
C 0.2 0.2 0.4
C -0.5 1.3 -0.2
C -0.4 0.0 -0.5
O 0.5 -0.2 0.5
C 0.3 -0.4 0.6
O -0.4 0.6 -0.5
O 0.0 -1.1 0.0
H 0.1 -0.2 0.1
H 0.0 -0.2 -0.1
H -0.5 -0.1 -0.3
H -0.1 -0.1 0.0
H 0.1 -0.2 0.1
H 0.1 0.1 0.0
C 0.1 0.2 -0.5
C 0.2 -1.1 -0.5
C -0.1 -0.6 0.5
O 0.1 0.4 -0.5
C 0.3 1.0 -0.6
O 0.5 -1.2 0.0
O -0.4 0.7 0.7
H 0.0 0.1 0.0
H 0.0 0.0 0.2
H 0.0 -0.1 0.1
H -0.1 0.0 0.1
H 0.0 0.2 0.0
H 0.1 0.0 -0.1
C 0.2 -0.5 0.1
C -0.7 -0.6 -0.8
C -0.5 0.5 -0.1
O 0.4 -0.5 0.2
C 0.9 0.3 0.4
O -0.7 0.0 -0.8
O 0.3 0.5 0.4
H 0.0 0.0 0.1
H -0.1 0.2 0.1
H -0.1 0.1 0.0
H 0.1 0.1 0.0
H 0.2 0.1 0.1
H 0.0 -0.2 0.0
C -0.2 0.5 -0.1
C -0.6 0.0 1.1
C 0.0 -0.7 0.2
O 0.0 0.6 -0.2
C 0.6 0.4 -0.7
O -0.6 -0.4 0.6
O 0.5 -0.3 -0.6
H 0.0 0.0 -0.1
H 0.0 -0.2 -0.1
H 0.0 -0.1 0.0
H 0.1 -0.1 0.0
H 0.2 0.1 -0.2
H -0.1 0.1 0.0
C 0.2 0.2 0.4
C 1.1 -0.5 -0.1
C 0.0 -0.6 -0.6
O 0.3 0.5 0.8
C -0.5 0.7 0.4
O 0.5 -0.7 -0.3
O -0.8 0.3 -0.2
H -0.1 0.0 0.0
H -0.2 -0.1 -0.1
H 0.0 -0.1 -0.1
H -0.1 0.1 -0.1
H -0.1 0.2 0.1
H 0.1 0.0 0.2

- 2S+1: 1
- E_HOMO: -8.40 eV
- SMILES: CCNc1cc(N)cc2c1C(=O)NC2=O.C[C@@H]1COC(=O)O1.C[C@@H]1COC(=O)O1.C[C@@H]1COC(=O)O1.C[C@@H]1COC(=O)O1.C[C@@H]1COC(=O)O1.C[C@@H]1COC(=O)O1.C[C@@H]1COC(=O)O1
- Frontier orbital gap: 7.655 eV
- Charge: 0

ORCA calculation (wB97M-V/def2-TZVPD) on a cluster of 21 separate species, C36H88N16O42 in total.

Element x y z (Å)
C  16.485  14.195  -21.524
N  15.275  14.000  -20.689
O  14.214  13.825  -21.253
O  15.470  14.339  -19.510
H  17.289  14.398  -20.817
H  16.176  15.074  -22.091
H  16.533  13.223  -22.014
C  12.210  11.508  -22.918
N  11.628  10.194  -23.291
O  10.646  9.787  -22.767
O  12.258  9.568  -24.088
H  11.329  12.150  -22.894
H  12.941  11.922  -23.611
H  12.544  11.494  -21.880
C  13.496  15.933  -12.817
N  14.321  14.730  -12.446
O  13.785  13.846  -11.755
O  15.457  14.611  -12.874
H  13.970  16.785  -12.332
H  12.551  15.818  -12.287
H  13.596  15.970  -13.902
C  17.001  16.675  -16.756
N  15.941  16.337  -15.810
O  15.157  15.468  -16.077
O  15.931  16.989  -14.795
H  17.057  17.763  -16.808
H  16.530  16.222  -17.628
H  17.949  16.196  -16.511
C  9.745  10.358  -19.479
N  8.612  10.793  -20.400
O  8.553  11.968  -20.694
O  7.767  9.934  -20.685
H  9.423  9.936  -18.526
H  10.453  11.163  -19.284
H  10.272  9.533  -19.958
C  15.666  20.423  -16.606
N  15.806  21.146  -15.316
O  16.333  20.606  -14.355
O  15.338  22.274  -15.250
H  14.947  20.993  -17.195
H  15.347  19.388  -16.486
H  16.576  20.487  -17.202
C  18.614  19.161  -24.357
N  19.315  17.847  -24.091
O  18.845  17.028  -23.322
O  20.444  17.656  -24.562
H  18.229  19.704  -23.494
H  17.715  19.045  -24.962
H  19.282  19.748  -24.987
C  15.346  18.129  -28.239
N  14.733  18.620  -27.019
O  13.488  18.698  -27.188
O  15.458  19.057  -26.124
H  16.388  18.447  -28.204
H  14.948  18.521  -29.175
H  15.304  17.064  -28.012
C  17.377  12.463  -14.425
N  18.602  13.291  -14.589
O  19.390  13.415  -13.607
O  18.581  13.917  -15.613
H  17.131  12.228  -13.389
H  17.759  11.544  -14.868
H  16.536  12.842  -15.006
C  10.353  15.296  -21.194
N  9.601  16.393  -20.415
O  9.133  16.126  -19.328
O  9.577  17.535  -20.846
H  9.756  14.699  -21.883
H  10.860  14.548  -20.584
H  11.117  15.803  -21.783
C  12.149  22.715  -19.587
N  13.412  22.053  -19.185
O  13.332  20.808  -18.968
O  14.449  22.626  -19.031
H  11.859  23.415  -18.803
H  11.371  21.992  -19.829
H  12.419  23.327  -20.448
C  6.888  13.209  -18.426
N  6.583  12.322  -17.262
O  6.973  11.203  -17.274
O  5.862  12.843  -16.385
H  6.088  13.937  -18.566
H  6.813  12.600  -19.327
H  7.870  13.652  -18.257
C  8.655  19.785  -23.037
N  9.418  20.959  -22.528
O  9.969  21.040  -21.418
O  9.211  21.970  -23.110
H  9.423  19.100  -23.396
H  8.100  20.112  -23.917
H  7.991  19.446  -22.242
C  10.684  18.881  -17.231
N  9.713  19.865  -16.523
O  8.752  19.421  -15.942
O  9.998  21.075  -16.759
H  11.377  19.308  -17.957
H  10.086  18.030  -17.557
H  11.407  18.530  -16.495
C  8.662  11.644  -14.102
N  9.306  11.015  -15.216
O  9.973  11.778  -15.945
O  9.158  9.811  -15.445
H  8.268  12.569  -14.523
H  9.371  12.010  -13.360
H  7.783  11.138  -13.701
C  16.600  23.935  -21.247
N  15.826  25.058  -21.851
O  16.493  26.082  -22.137
O  14.619  24.869  -22.142
H  17.131  24.192  -20.331
H  17.295  23.624  -22.026
H  15.949  23.086  -21.037
O  12.915  13.049  -15.158
C  12.987  11.852  -14.919
O  13.019  10.878  -15.789
C  12.915  11.085  -17.156
C  14.280  11.161  -17.800
C  12.874  11.400  -13.477
H  12.416  12.010  -17.447
H  12.256  10.324  -17.575
H  14.331  11.351  -18.872
H  14.931  10.288  -17.740
H  14.794  12.004  -17.338
H  12.278  10.492  -13.385
H  12.488  12.113  -12.748
H  13.848  11.304  -12.998
O  15.891  21.698  -23.579
C  15.207  22.302  -24.426
O  13.918  21.913  -24.815
C  13.371  20.680  -24.463
C  12.558  21.029  -23.196
C  15.677  23.643  -25.149
H  14.173  19.977  -24.236
H  12.730  20.312  -25.264
H  11.925  20.174  -22.959
H  11.855  21.829  -23.426
H  12.992  21.509  -22.319
H  16.765  23.645  -25.077
H  15.194  24.404  -24.537
H  15.287  23.749  -26.162
O  20.557  18.205  -17.079
C  19.903  19.233  -16.972
O  19.287  20.018  -17.947
C  19.296  19.672  -19.361
C  18.397  18.456  -19.848
C  19.727  19.972  -15.616
H  20.348  19.556  -19.622
H  18.855  20.535  -19.860
H  18.215  18.562  -20.917
H  17.516  18.588  -19.221
H  18.939  17.511  -19.804
H  18.720  19.860  -15.216
H  19.899  21.042  -15.727
H  20.472  19.475  -14.993
O  14.126  17.450  -18.081
C  13.463  16.675  -18.752
O  13.323  16.676  -20.095
C  13.940  17.619  -20.933
C  13.147  17.658  -22.248
C  12.678  15.481  -18.150
H  15.000  17.411  -21.078
H  14.039  18.610  -20.490
H  12.097  17.926  -22.131
H  12.970  16.622  -22.537
H  13.609  18.322  -22.979
H  12.167  15.009  -18.990
H  11.935  15.776  -17.409
H  13.258  14.766  -17.567
O  11.838  15.509  -27.109
C  11.891  15.343  -25.918
O  12.950  14.908  -25.226
C  14.235  14.663  -25.881
C  15.259  14.244  -24.967
C  10.621  15.608  -25.089
H  14.474  15.548  -26.471
H  14.186  13.852  -26.609
H  16.059  14.973  -24.835
H  15.849  13.471  -25.459
H  14.967  13.659  -24.095
H  10.710  15.059  -24.152
H  9.749  15.289  -25.659
H  10.507  16.677  -24.914

Force components x, y, z for each atom (eV/Å):
C -0.6 -0.8 0.5
N 0.8 2.7 1.7
O 0.0 -0.7 0.6
O -1.4 -1.2 -1.1
H 0.0 -0.1 -0.5
H 0.6 -0.4 -0.6
H 0.7 0.5 -0.8
C -1.4 1.3 0.7
N 2.1 0.4 -0.2
O -2.0 0.1 1.4
O 1.1 -0.9 -1.6
H 0.1 0.3 -0.1
H -0.1 -0.7 0.0
H 0.3 -0.4 -0.2
C 0.8 -0.3 1.0
N 0.1 -1.8 0.5
O 0.4 1.4 -0.7
O -0.8 0.6 0.2
H 0.4 0.0 -0.4
H -0.2 -0.3 -0.9
H -0.6 0.2 0.2
C -0.6 -0.5 -1.4
N 0.7 0.6 1.2
O -0.6 -0.9 -0.2
O -0.4 0.5 0.8
H 0.2 -0.3 0.0
H 0.9 0.4 -0.7
H -0.2 0.1 0.3
C 0.6 -0.5 -0.3
N -0.8 -1.7 1.3
O 0.2 0.0 -0.4
O 1.5 1.5 0.2
H -0.8 0.4 -0.2
H -0.4 0.2 -0.3
H -0.2 0.1 -0.4
C -0.4 0.4 -1.0
N -0.2 0.5 1.1
O 0.1 -0.3 -0.8
O 0.2 -0.4 -0.5
H -0.1 -0.3 0.3
H 0.1 0.2 0.4
H 0.4 -0.1 0.5
C -0.2 0.3 -1.2
N 2.0 -0.6 0.7
O -1.2 0.6 -0.2
O -1.6 1.1 -0.3
H 0.7 -0.5 0.4
H 0.0 -0.8 0.0
H 0.2 0.0 0.5
C 2.3 -0.7 0.3
N -2.1 2.6 -1.6
O 2.2 0.0 2.2
O -1.7 -1.0 -0.5
H 0.1 -0.2 0.1
H -0.7 -0.5 0.5
H 0.0 -0.3 -1.2
C 0.6 -1.7 0.1
N -0.7 1.5 3.6
O -1.5 -0.6 -3.0
O 1.4 0.5 -0.7
H 0.2 0.5 -0.1
H -0.6 -0.4 -0.1
H 0.4 0.3 0.2
C 0.6 0.2 -0.6
N 0.4 0.1 0.5
O 0.0 -0.9 -0.1
O 0.3 -0.8 -0.8
H -0.8 0.6 0.2
H -0.4 0.5 0.7
H -0.2 0.2 0.2
C 0.2 0.9 -0.5
N -0.7 -4.0 1.0
O -0.2 2.0 -0.6
O 0.3 1.3 -0.3
H 0.1 -0.3 0.2
H 0.4 0.0 0.2
H -0.1 -0.1 -0.1
C -0.5 -0.2 -0.7
N -2.3 2.9 0.6
O 0.8 -1.5 0.2
O 1.3 -1.0 -0.8
H 0.3 0.2 0.7
H 0.6 -0.2 0.2
H -0.1 0.0 -0.2
C 0.8 -0.4 -0.4
N -1.0 1.4 3.2
O -0.1 -2.3 -1.0
O -0.1 1.9 -2.6
H -0.3 -0.6 0.5
H 0.1 0.2 0.3
H 0.5 -0.3 -0.1
C 0.0 -0.4 1.2
N 1.7 1.7 -2.5
O 0.8 0.5 -0.1
O -1.1 -2.5 1.2
H -1.0 0.6 -0.3
H 0.1 0.3 -0.2
H -0.4 -0.1 0.6
C -1.5 1.9 0.8
N 1.3 -1.3 -2.5
O -0.8 -1.2 1.0
O 0.2 1.8 0.6
H 0.0 0.1 0.0
H 0.2 -0.6 0.0
H 0.6 -0.6 -0.1
C -0.1 -0.9 -0.1
N -0.4 1.4 -1.0
O -1.9 -2.2 0.7
O 2.7 0.6 0.7
H -0.2 0.6 -0.3
H 0.1 0.2 0.1
H -0.2 0.4 -0.1
O 0.5 -1.0 -0.8
C -1.3 2.9 1.9
O 0.1 -1.4 0.6
C -0.2 0.6 -2.4
C 1.1 0.0 -0.2
C 0.3 -0.6 0.6
H -0.1 0.3 0.7
H 0.3 -0.4 0.3
H -0.8 0.3 -0.1
H -0.3 -0.3 0.7
H 0.2 0.0 0.0
H 0.4 -0.2 -0.1
H -0.6 0.6 -0.9
H 0.3 -0.7 -0.4
O -1.9 1.4 -2.3
C 0.1 -1.0 0.5
O 3.2 2.2 -1.3
C 0.0 0.4 2.9
C -1.5 -0.4 -0.7
C -1.1 -2.0 1.3
H -0.1 -0.1 -0.2
H 0.2 0.2 0.0
H 0.2 0.0 0.6
H -0.2 0.0 -0.7
H 1.0 -0.9 0.0
H -0.2 0.3 -0.1
H 0.3 0.3 0.0
H 0.2 -0.3 0.1
O -1.6 1.9 -0.9
C 0.4 0.4 0.6
O -0.1 -1.6 0.1
C 0.0 -0.9 -0.4
C 1.6 1.3 0.8
C 0.4 -0.9 -1.0
H -0.1 0.0 -0.3
H 0.4 0.2 0.3
H -0.4 0.4 0.1
H -0.3 -0.8 -0.4
H -0.3 -0.1 0.8
H 0.0 -0.2 0.0
H 0.2 -0.1 0.0
H -0.2 0.4 0.4
O -0.7 -0.5 -1.5
C 0.4 -0.6 1.9
O -0.4 -0.4 0.7
C 0.3 1.6 -0.6
C -0.3 -0.7 0.8
C -0.2 0.6 -0.6
H 0.1 -0.8 -0.3
H -0.7 0.1 0.4
H 0.1 0.9 0.6
H 0.9 -0.2 -0.8
H 0.0 -0.5 -0.1
H 0.1 -0.3 0.3
H -0.1 0.6 -0.2
H 0.6 0.2 -0.5
O 0.9 -0.1 -0.1
C -1.4 0.3 -0.7
O 0.5 -0.2 0.5
C -2.4 0.4 -2.2
C 3.0 -1.2 1.1
C 1.0 -0.5 0.2
H 0.1 0.1 0.2
H -1.1 0.1 -0.2
H -0.4 0.4 1.0
H 0.0 -0.2 -0.4
H -0.4 0.8 0.4
H -0.3 0.2 0.1
H 0.2 -0.1 0.0
H 0.2 0.0 0.1

- 2S+1: 1
- E_HOMO: -10.36 eV
- Frontier orbital gap: 9.187 eV
- Charge: 0